# 1
A structure of composition C22H33F2N2O11ReSSi. Source: OMol25; level of theory: ωB97M-V/def2-TZVPD.

As for the maximum force: 0.464 eV Å⁻¹. The total charge is -1. As for the expectation value of S²: 3.81. Its energy above the lowest of the compared OMol25 structures with the same formula, charge and spin is 220.7 kJ/mol. Its electronic energy is -75130.922 eV. As for the multiplicity: 4.

Geometry (Å):
Re: -0.959 -1.468 -0.059
O: 3.998 -1.654 -1.502
C: 3.096 -2.002 -0.787
O: 2.363 -1.085 -0.060
C: 2.668 -3.386 -0.524
C: 3.646 -4.387 -0.607
C: 3.227 -5.686 -0.413
C: 1.934 -6.017 -0.049
C: 0.978 -5.006 0.147
C: 1.324 -3.671 -0.284
O: 0.425 -2.753 -0.603
N: -0.207 -5.326 0.766
O: -0.909 -4.400 1.298
O: -0.518 -6.547 0.891
N: 4.212 -6.766 -0.563
O: 5.354 -6.460 -0.864
O: 3.849 -7.912 -0.375
H: 4.667 -4.143 -0.849
H: 1.645 -7.038 0.140
C: 1.883 2.587 -0.167
C: 1.656 1.171 0.355
C: 2.598 0.269 -0.416
C: 1.893 1.103 1.856
O: 0.302 0.724 0.061
Si: -1.085 1.669 0.083
S: -2.631 0.283 0.180
O: -1.112 2.658 -1.220
C: -1.364 2.403 -2.612
C: -0.640 3.512 -3.364
C: -2.867 2.483 -2.850
C: -0.825 1.039 -3.032
O: -0.933 2.656 1.375
C: -1.697 3.809 1.754
C: -3.154 3.653 1.334
C: -1.074 5.034 1.094
C: -1.587 3.896 3.269
H: 2.930 2.859 -0.021
H: 1.263 3.302 0.368
H: 1.652 2.651 -1.230
H: 3.631 0.549 -0.197
H: 2.438 0.387 -1.490
H: 1.278 -1.979 1.505
H: 2.912 1.424 2.081
H: 1.756 0.094 2.236
H: 1.194 1.765 2.366
H: -0.991 4.486 -3.021
H: -0.823 3.430 -4.436
H: 0.435 3.451 -3.189
H: -3.242 3.461 -2.543
H: -3.379 1.710 -2.276
H: -3.092 2.340 -3.908
H: 0.226 0.937 -2.755
H: -0.907 0.924 -4.114
H: -1.402 0.234 -2.573
H: -3.239 3.582 0.247
H: -3.731 4.518 1.665
H: -3.585 2.753 1.772
H: -1.099 4.928 0.009
H: -0.036 5.145 1.411
H: -1.619 5.937 1.375
H: -2.014 3.002 3.726
H: -2.119 4.772 3.644
H: -0.540 3.969 3.565
C: -1.637 -2.009 2.844
C: -0.608 -1.883 1.772
O: 0.629 -2.071 2.229
H: -1.159 -2.096 3.819
H: -2.209 -2.917 2.649
H: -2.309 -1.150 2.817
F: -2.806 -2.082 -1.872
C: -2.459 -2.784 -0.673
F: -2.113 -4.012 -1.109
H: -3.382 -2.871 -0.095

Cartesian forces (eV/Å) of the 6 atoms listed first:
0.13 -0.08 -0.08
-0.02 0.08 0.07
-0.25 0.16 0.09
0.39 -0.21 -0.12
0.14 0.08 -0.04
-0.01 0.03 -0.01

Mulliken atomic charges, in units of e: Re 1.972; O -0.641; C -0.250; O -0.304; C 1.252; C -0.928; C -0.174; C -0.767; C -0.456; C 0.545; O -0.567; N 0.657; O -0.598; O -0.830; N 1.043; O -0.657; O -0.643; H 0.560; H 0.609; C -1.464; C 1.681; C -1.692; C -1.502; O 0.641; Si -0.373; S -0.989; O 0.558; C 1.701; C -1.780; C -1.638; C -1.246; O -0.185; C 1.767; C -1.523; C -1.506; C -1.784; H 0.615; H 0.035; H 0.205; H 0.529; H 0.487; H 0.196; H 0.465; H 0.188; H 0.098; H 0.327; H 0.417; H 0.381; H 0.322; H 0.282; H 0.459; H 0.157; H 0.599; H 0.139; H 0.166; H 0.535; H 0.338; H 0.089; H 0.300; H 0.522; H 0.379; H 0.421; H 0.331; C -1.590; C 0.797; O -0.482; H 0.413; H 0.330; H 0.254; F -0.296; C 0.021; F -0.226; H 0.306

# 2
The molecule C4H4O at a distorted geometry. Source: OMol25; level of theory: ωB97M-V/def2-TZVPD.

As for the maximum force: 10.013 eV Å⁻¹. Its energy above the lowest of the compared OMol25 structures with the same formula, charge and spin is 533.1 kJ/mol. The structure (SMILES) is O=C1[C@H]2C[C@@H]12. Its electronic energy is -6253.855 eV.

Geometry (Å):
O: -2.773 -0.033 -0.010
C: -1.136 0.033 -0.109
C: -0.007 -0.847 0.135
C: 1.010 0.015 -0.503
C: -0.087 0.849 0.201
H: 0.184 -1.503 0.980
H: 2.027 0.046 -0.163
H: 0.922 -0.121 -1.637
H: -0.142 1.562 1.105

Cartesian forces (eV/Å) of the 6 atoms listed first:
8.97 0.43 -0.56
-9.68 -2.40 0.85
-0.67 1.45 0.78
-0.54 -0.01 -1.96
1.02 0.73 0.98
-0.42 -0.10 -0.31

Mulliken atomic charges, in units of e: O -0.577; C 0.405; C -0.281; C -0.319; C -0.232; H 0.240; H 0.303; H 0.194; H 0.266